Entry 1:
CH2FHgLiO | the ωB97M-V functional and the def2-TZVPD basis

**Frontier orbital gap (spin up / spin down)**: 6.853 / 8.383 eV
**2S+1**: 3
**Expectation value of S²**: 2.019
**Charge**: 0
**Total energy**: -375.193363 Ha
**E_HOMO (spin up / spin down)**: -7.06 / -9.37 eV
**LUMO energy (spin up / spin down)**: -0.211 / -0.987 eV

Cartesian coordinates (Å):
C1 -0.623 0.198 -0.270
O1 1.150 -0.901 -0.089
Hg1 1.797 0.464 -1.342
Li1 0.825 -0.557 1.617
F1 -0.828 0.277 1.401
H1 -1.361 -0.577 -0.507
H2 -0.960 1.096 -0.809

Entry 2:
CH2FI | the ωB97M-V functional and the def2-TZVPD basis

**Frontier orbital gap**: 7.005 eV
**Charge**: 0
**Total energy**: -436.777254 Ha
**E_HOMO**: -9.09 eV
**LUMO energy**: -2.081 eV

Cartesian coordinates (Å):
C1 0.292 -0.156 -0.210
F1 1.573 -0.043 -0.449
I1 -0.486 -2.784 -1.477
H1 -0.341 0.562 -0.696
H2 0.053 -0.621 0.735

What is the total energy in the first record? -375.193363 Ha

What is the charge in the first record? 0